This record from the OMol25 dataset describes a molecular structure, C31H33InN4S5Si at a distorted geometry. The level of theory is the ωB97M-V functional and the def2-TZVPD basis.

Results
Frontier orbital gap (alpha / beta)   5.73 / 5.05 eV
ΔE to the lowest compared entry with this formula, charge and spin   78.3 kcal/mol
Molar mass   764.87 Da
Multiplicity   1
E_tot   -3890.678755 Ha
Highest occupied orbital energy (alpha / beta)   -6.04 / -5.49 eV

Cartesian coordinates (Å):
1 In -1.29984 -0.37842 -0.13110
2 N -1.57909 -4.90741 2.07390
3 C -1.31626 -4.60922 3.42689
4 C -1.51796 -5.57706 4.39550
5 C -1.27104 -5.29476 5.73348
6 C -0.84302 -4.03334 6.10673
7 C -0.62963 -3.06424 5.13192
8 C -0.84101 -3.35656 3.79763
9 S -0.43200 -2.15304 2.56860
10 N -1.09137 -2.79120 1.13512
11 C -1.54521 -3.97346 1.07159
12 C -1.25726 -3.91646 -1.70976
13 C -0.57243 -4.80351 -2.53538
14 C 0.13341 -4.29162 -3.61304
15 C 0.12471 -2.92339 -3.82963
16 C -0.57966 -2.12344 -2.94769
17 N -1.26358 -2.60296 -1.90533
18 H -2.08324 -5.75254 1.88490
19 H -1.86752 -6.56264 4.10148
20 H -1.41685 -6.06650 6.47890
21 H -0.66335 -3.79943 7.14760
22 H -0.29175 -2.07138 5.41154
23 H -0.60152 -5.86449 -2.32996
24 H 0.68644 -4.95308 -4.26752
25 H 0.64839 -2.48846 -4.67212
26 H -0.61145 -1.04619 -3.08095
27 C 1.03718 -0.35411 -0.02014
28 Si 1.49609 1.37150 -0.43782
29 C 0.27396 2.46980 0.52681
30 N -1.15299 2.19868 0.25860
31 C -1.57982 2.72931 -1.06802
32 C -2.93402 3.42193 -1.01624
33 C -2.91008 4.58341 -0.01611
34 C -2.26369 4.16245 1.32885
35 C -2.03547 2.65650 1.35758
36 C 1.46118 1.64964 -2.29829
37 C 1.46688 2.93535 -2.84968
38 C 1.45708 3.13292 -4.22327
39 C 1.45639 2.04009 -5.08316
40 C 1.49021 0.75461 -4.55868
41 C 1.49369 0.56455 -3.17992
42 C 3.20850 1.91320 0.13386
43 C 3.47602 2.19077 1.47966
44 C 4.75653 2.51405 1.90906
45 C 5.80260 2.56531 0.99626
46 C 5.56017 2.29715 -0.34499
47 C 4.27611 1.97467 -0.76938
48 H 1.20864 -0.61467 1.02915
49 H 1.38599 -1.16507 -0.66342
50 H 0.51829 3.53673 0.39785
51 H 0.46118 2.23126 1.58105
52 H -1.61272 1.90913 -1.79635
53 H -0.83198 3.43861 -1.43619
54 H -3.70708 2.69919 -0.74682
55 H -3.17445 3.78875 -2.01520
56 H -3.92803 4.94107 0.14371
57 H -2.34841 5.41405 -0.45023
58 H -2.89323 4.44424 2.17468
59 H -1.30557 4.66905 1.46647
60 H -2.98839 2.13604 1.27791
61 H -1.58803 2.34585 2.30127
62 H 1.49243 3.80270 -2.19309
63 H 1.45485 4.13949 -4.62669
64 H 1.43778 2.19069 -6.15629
65 H 1.52072 -0.10022 -5.22643
66 H 1.54098 -0.44531 -2.78343
67 H 2.67030 2.15371 2.20943
68 H 4.94120 2.72155 2.95754
69 H 6.80377 2.81217 1.33047
70 H 6.37319 2.33664 -1.06196
71 H 4.09892 1.77176 -1.82151
72 S -4.00457 -0.25965 0.07020
73 S -4.65406 -2.09186 0.49768
74 S -4.46438 -2.54408 2.39603
75 S -2.26179 -4.62884 -0.42414

These are the Löwdin partial charges, in e, on atoms 1 to 4: 0.71, 0.06, -0.25, -0.02